Entry 1:
Formula: C20H21N4O6S2Se2W
Source: OMol25
Level of theory: ωB97M-V/def2-TZVPD

Geometry (Å):
W (0.87705, 1.00604, -0.50114)
O (3.45058, 0.55952, -3.61340)
C (2.95480, 0.70076, -2.53268)
O (1.81199, 1.34551, -2.28633)
C (3.60918, 0.19317, -1.26353)
C (4.88430, -0.30745, -1.11344)
C (5.33243, -0.57459, 0.18018)
C (4.53488, -0.28804, 1.28423)
C (3.26894, 0.21366, 1.05546)
N (2.83968, 0.38190, -0.19201)
C (2.29966, 0.79507, 2.06563)
O (2.52726, 0.79421, 3.23822)
O (1.26035, 1.37791, 1.46628)
H (5.50819, -0.45714, -1.98319)
H (6.32864, -0.96899, 0.32837)
H (4.88190, -0.41945, 2.29940)
C (-2.44730, 2.92254, -0.02824)
Se (-1.47920, 1.91902, -1.38325)
C (-0.72135, 3.40298, -2.40850)
C (0.02829, 4.41185, -1.56360)
Se (1.44885, 3.63048, -0.45166)
C (0.89124, 4.26039, 1.30138)
H (-3.21982, 3.49223, -0.53862)
H (-1.78390, 3.57073, 0.53309)
H (-2.87463, 2.18007, 0.63813)
H (-1.54073, 3.88968, -2.93661)
H (-0.07242, 2.92068, -3.13862)
H (-0.63141, 4.94316, -0.88024)
H (0.51372, 5.14414, -2.20651)
H (0.60575, 5.30511, 1.20734)
H (1.76025, 4.17232, 1.94697)
H (0.09288, 3.64181, 1.69635)
N (-4.67597, -5.27912, 0.93369)
C (-3.87882, -4.19333, 1.18282)
C (-4.19155, -2.94235, 0.62674)
C (-3.36871, -1.86169, 0.84278)
C (-2.21354, -2.01063, 1.60832)
C (-1.89621, -3.24245, 2.17879)
C (-2.72197, -4.32376, 1.96395)
S (-1.15831, -0.65303, 1.87011)
O (-0.24811, -0.95911, 2.92701)
O (-1.92989, 0.55947, 1.88909)
N (-0.27288, -0.55804, 0.46352)
C (-0.19764, -1.42292, -0.55310)
S (-0.51617, -3.09035, -0.80861)
C (0.21597, -2.94998, -2.38561)
C (0.67821, -1.70835, -2.61153)
N (0.42315, -0.83440, -1.57176)
H (-5.60917, -5.11576, 0.59621)
H (-4.57569, -6.08814, 1.52275)
H (-5.09115, -2.83254, 0.03453)
H (-3.61674, -0.89236, 0.43011)
H (-1.01098, -3.32957, 2.79426)
H (-2.48341, -5.28208, 2.40791)
H (0.23391, -3.79366, -3.05414)
H (1.16566, -1.35512, -3.50729)

Forces on atoms 1 to 6 (eV/Å):
-0.2 0.0 0.1
0.0 0.0 0.0
0.0 0.0 0.0
0.0 0.0 0.0
0.0 0.0 0.0
0.0 0.0 0.0

**HOMO energy (spin up / spin down)**: -10.810 / -10.949 eV
**Frontier orbital gap (spin up / spin down)**: 7.64 / 6.81 eV
**Multiplicity**: 3
**Net charge**: +1

=====

Entry 2:
Formula: C20H21N5O
Source: OMol25
Level of theory: ωB97M-V/def2-TZVPD

Geometry (Å):
C (1.68733, 1.55932, -4.22885)
C (2.31407, 0.40644, -3.36765)
C (3.75428, 0.53750, -2.79924)
C (1.29884, 0.17008, -2.19480)
O (1.00447, 1.30336, -1.36864)
C (1.69216, 1.53525, -0.11815)
C (2.46269, 2.75390, 0.01619)
C (2.70743, 3.12551, 1.28728)
C (2.70111, 2.16065, 2.31607)
C (2.15153, 0.86655, 2.10393)
C (2.04364, -0.01145, 3.11628)
C (1.40914, -1.18469, 2.96597)
C (0.79255, -1.49037, 1.78257)
C (-0.03215, -2.67228, 1.62174)
N (-0.21475, -3.58090, 2.60515)
N (-1.37944, -4.39788, 2.29620)
C (-1.79347, -3.98104, 1.05631)
C (-2.95520, -4.42930, 0.24163)
C (-3.12907, -3.79358, -0.99530)
C (-4.27660, -3.89519, -1.81250)
N (-4.99176, -2.61200, -1.81016)
C (-2.22590, -2.69281, -1.47433)
C (-1.30326, -2.27711, -0.51123)
N (-0.91788, -2.98639, 0.59838)
N (0.92710, -0.62998, 0.73971)
C (1.55866, 0.56470, 0.95893)
H (0.68416, 1.32971, -4.78002)
H (2.39836, 1.79172, -5.01160)
H (1.48236, 2.49620, -3.59649)
H (2.32638, -0.49138, -3.96805)
H (3.59366, 1.43343, -2.15242)
H (4.48021, 0.88631, -3.55773)
H (4.20416, -0.32651, -2.32564)
H (1.84060, -0.46867, -1.67196)
H (0.36863, -0.31055, -2.54688)
H (2.71152, 3.31049, -0.89749)
H (3.24420, 4.08229, 1.52126)
H (2.84131, 2.55672, 3.32030)
H (2.57207, 0.14358, 4.02542)
H (1.36731, -1.81476, 3.92357)
H (-3.73192, -5.13289, 0.51304)
H (-3.96885, -4.21231, -2.84107)
H (-4.86510, -4.67942, -1.33158)
H (-4.44103, -1.74887, -1.70607)
H (-5.79578, -2.54396, -1.21321)
H (-2.44737, -2.17587, -2.39212)
H (-0.72948, -1.34491, -0.73142)

Forces on atoms 1 to 6 (eV/Å):
-0.3 0.7 0.1
-1.8 0.4 0.0
-0.9 2.9 -0.8
-0.4 1.5 -2.1
1.1 0.8 1.2
0.2 0.3 -2.2

**HOMO energy**: -8.166 eV
**SMILES string**: CC(C)COc1cccc2ccc(-c3nnc4cc(CN)ccn34)nc12
**Frontier orbital gap**: 7.66 eV